{"formula": "H10NO3", "method": "wB97M-V/def2-TZVPD", "elements": ["N", "H", "H", "H", "H", "H", "H", "O", "H", "H", "O", "H", "H", "O"], "coordinates": [[-0.893, 0.597, 0.666], [-0.410, 0.099, 1.438], [-0.145, 1.214, 0.289], [-1.129, -0.015, -0.133], [-1.697, 1.109, 1.068], [-2.449, -0.174, -2.607], [-2.357, -1.693, -2.506], [-1.960, -0.880, -2.168], [2.405, 2.089, 0.202], [2.420, 0.917, 1.160], [1.868, 1.667, 0.888], [2.200, -1.406, 0.570], [0.910, -2.218, 0.551], [1.237, -1.306, 0.584]], "atomic_forces_ev_per_a": [[0.976, 0.178, -0.160], [-0.193, -0.445, -0.185], [-0.246, 0.351, 0.299], [-0.410, -0.333, 0.305], [-0.120, 0.144, -0.340], [0.012, 0.073, 0.028], [0.058, -0.004, 0.091], [-0.009, 0.003, 0.009], [-0.182, 0.087, 0.065], [-0.298, 0.070, 0.088], [0.406, -0.010, -0.188], [-0.021, 0.010, -0.048], [-0.072, 0.099, 0.014], [0.100, -0.222, 0.020]], "nbo_charge": [-1.29, 0.38, 0.42, 0.42, 0.31, 0.46, 0.47, -1.00, 0.46, 0.46, -0.99, 0.45, 0.46, -1.02], "homo_energy_ha": [-0.1079, -0.4340], "multiplicity": 2, "homo_lumo_gap_ev": [3.7, 12.2], "de_lowest_kj_mol": 19.5, "lumo_ev": [0.7, 0.4], "mol_weight_g_mol": 72.08}

{"formula": "H10NO3", "method": "wB97M-V/def2-TZVPD", "elements": ["N", "H", "H", "H", "H", "H", "H", "O", "H", "H", "O", "H", "H", "O"], "coordinates": [[1.354, -0.829, -0.064], [1.292, -1.743, 0.363], [1.775, -0.780, -0.965], [0.302, -0.425, -0.304], [1.954, -0.245, 0.493], [-4.761, 1.191, -1.290], [-3.634, 1.413, -2.162], [-3.929, 0.723, -1.482], [4.068, 0.267, 2.572], [2.607, 0.259, 3.247], [3.154, -0.012, 2.476], [-1.697, 0.378, -0.305], [-1.463, -0.314, -1.650], [-1.023, 0.117, -0.930]], "atomic_forces_ev_per_a": [[-2.353, 1.145, -0.323], [0.241, -0.362, -0.271], [0.621, -0.884, -1.064], [1.456, -0.421, 0.631], [0.083, 0.583, 1.094], [-0.033, -0.787, 0.546], [0.043, -1.624, 1.060], [0.149, 2.421, -1.576], [-0.111, 0.183, 0.447], [1.120, -0.112, -0.649], [-1.186, -0.098, -0.041], [-0.663, 0.197, 0.139], [-0.601, -0.399, -0.630], [1.234, 0.157, 0.637]], "nbo_charge": [-0.91, 0.44, 0.43, 0.48, 0.46, 0.49, 0.47, -0.96, 0.50, 0.50, -0.99, 0.52, 0.52, -0.94], "homo_energy_ha": -0.5492, "homo_lumo_gap_ev": 11.7, "charge": 1, "de_lowest_kj_mol": 85.3, "lumo_ev": -3.3, "mol_weight_g_mol": 72.08}

no.,F_max (hartree/bohr),calculated total energy (Eh)
1,0.020,-286.3505
2,0.056,-286.2329